1.
# C4H21CdNO6

C4H21CdNO6 as an isolated structure in a non-equilibrium geometry (wB97M-V/def2-TZVPD, the Open Molecules 2025 dataset).

Properties
Frontier orbital gap (alpha / beta) ... 11.886 / 6.168 eV
Expectation value of S² ... 0.7539
Charge ... +3
LUMO energy (alpha / beta) ... -9.385 / -15.096 eV
HOMO (alpha / beta) ... -0.7817 / -0.7814 Ha
Largest force on an atom ... 3.78 eV/Å
2S+1 ... 2
DFT total energy ... -22796.6782 eV

Geometry as XYZ:
```
33
C4H21CdNO6 | the Open Molecules 2025 dataset | wB97M-V/def2-TZVPD
O 6.333 -12.682 24.874
H 10.130 -16.018 28.474
H 11.805 -14.830 26.963
H 8.813 -16.447 27.338
H 6.597 -14.700 29.259
N 8.469 -14.329 26.021
O 11.364 -13.540 25.556
H 7.442 -10.938 27.581
C 12.497 -13.706 24.702
H 5.932 -13.053 24.088
H 8.604 -11.299 26.680
O 7.833 -11.672 27.106
H 13.141 -12.835 24.828
H 6.912 -11.994 24.547
H 7.389 -13.434 29.509
H 4.679 -12.258 28.311
H 13.101 -14.585 24.926
H 4.292 -12.165 26.851
C 9.309 -15.634 27.868
H 5.730 -15.700 25.922
H 8.620 -15.299 28.642
O 5.701 -15.089 26.658
H 4.890 -15.306 27.118
C 11.002 -14.707 26.236
Cd 6.731 -13.335 26.873
C 9.664 -14.541 26.887
H 8.916 -13.858 25.247
H 8.300 -15.246 25.635
O 6.841 -13.867 28.855
H 10.987 -15.528 25.519
H 9.899 -13.645 27.462
H 12.179 -13.779 23.662
O 4.974 -12.500 27.433
```

2.
# H4O2

A 2-piece molecular cluster, H4O2 overall in a non-equilibrium geometry (wB97M-V/def2-TZVPD, the Open Molecules 2025 dataset).

Properties
Frontier orbital gap ... 12.232 eV
SMILES string ... O.O
Charge ... 0
LUMO energy ... 0.746 eV
HOMO ... -0.4221 Ha
Largest force on an atom ... 2.82 eV/Å
Energy above the lowest of the compared OMol25 structures with the same formula, charge and spin ... 0.254 eV
DFT total energy ... -4159.6846 eV

Geometry as XYZ:
```
6
H4O2 | the Open Molecules 2025 dataset | wB97M-V/def2-TZVPD
O -1.876 -0.232 0.089
H -1.000 -0.525 -0.209
H -2.128 0.529 -0.375
H 1.130 0.258 0.634
H 2.356 0.241 -0.127
O 1.517 -0.272 -0.012
```

Which of these has the lowest largest force on an atom? H4O2